Density functional theory data (ωB97M-V/def2-TZVPD) for a 2-piece molecular cluster, C4H14NO2 overall.

Summary:
molar mass	108.16	g/mol
total energy	-9954.29799	eV
relative energy (zero: lowest compared OMol25 entry of this formula, charge and spin)	44.7	kJ/mol
charge	+1

Each line ends with the natural charge from an NBO analysis.
CARTESIAN COORDINATES (ANGSTROEM)
C: -0.377 2.475 0.341  -0.633
C: -0.498 0.996 -0.003  -0.033
C: -0.819 0.160 1.211  -0.449
C: -0.636 -1.345 1.004  -0.073
O: -1.125 -1.654 -0.298  -0.747
N: 0.820 0.520 -0.608  -0.701
H: -0.484 3.114 -0.536  0.235
H: 0.548 2.673 0.877  0.217
H: -1.212 2.726 0.984  0.250
H: -1.191 0.852 -0.823  0.235
H: -0.220 0.457 2.071  0.226
H: -1.868 0.308 1.463  0.249
H: 0.420 -1.620 1.086  0.155
H: -1.184 -1.889 1.782  0.205
H: -1.253 -2.605 -0.362  0.492
H: 0.761 -0.469 -0.929  0.488
H: 1.038 1.078 -1.434  0.436
H: 1.603 0.608 0.036  0.424
H: 2.682 -2.043 -1.923  0.500
H: 1.237 -2.571 -2.033  0.497
O: 1.758 -1.772 -1.907  -0.973



Density functional theory data (ωB97M-V/def2-TZVPD) for CHBrI2 as an isolated structure.

Summary:
molar mass	346.73	g/mol
total energy	-87296.02741	eV
relative energy (zero: lowest compared OMol25 entry of this formula, charge and spin)	0.0	kJ/mol
charge	0

Each line ends with the natural charge from an NBO analysis.
CARTESIAN COORDINATES (ANGSTROEM)
C: 0.122 0.139 0.059  -0.733
Br: 0.045 0.215 1.952  0.133
I: -0.017 -1.973 -0.643  0.119
I: -1.342 1.356 -0.914  0.215
H: 1.192 0.263 -0.454  0.265



Density functional theory data (ωB97M-V/def2-TZVPD) for the molecule C19H20ClFN2O4S.

Summary:
molar mass	426.90	g/mol
total energy	-57273.15152	eV
relative energy (zero: lowest compared OMol25 entry of this formula, charge and spin)	19.4	kJ/mol
charge	0

Each line ends with the natural charge from an NBO analysis.
CARTESIAN COORDINATES (ANGSTROEM)
O: 4.237 -4.311 0.800  -0.585
C: 3.454 -3.544 0.295  0.705
N: 2.804 -2.615 1.063  -0.665
C: 1.919 -1.618 0.638  0.259
C: 0.621 -1.571 1.146  -0.253
C: -0.288 -0.671 0.626  -0.166
C: 0.109 0.198 -0.373  -0.361
C: 1.417 0.227 -0.817  -0.171
C: 2.329 -0.676 -0.305  -0.252
H: 3.351 -0.675 -0.649  0.230
H: 1.703 0.929 -1.584  0.234
S: -1.107 1.218 -1.199  2.317
O: -2.394 0.942 -0.637  -0.940
O: -0.936 1.055 -2.614  -0.946
N: -0.685 2.801 -0.882  -0.855
H: -0.014 3.105 -1.570  0.408
C: -0.342 3.171 0.474  -0.248
H: 0.535 2.619 0.845  0.193
C: -1.523 2.917 1.421  0.086
C: -2.801 3.637 0.962  -0.436
H: -3.495 2.937 0.506  0.243
C: -3.324 4.269 2.251  -0.428
H: -3.886 5.184 2.080  0.216
C: -2.024 4.513 3.012  -0.065
H: -2.144 4.557 4.095  0.193
O: -1.204 3.396 2.720  -0.529
H: -1.541 5.439 2.668  0.155
H: -3.948 3.562 2.798  0.205
H: -2.549 4.403 0.229  0.205
H: -1.688 1.838 1.500  0.189
H: -0.105 4.238 0.488  0.213
H: -1.315 -0.650 0.953  0.247
H: 0.322 -2.273 1.910  0.227
H: 2.853 -2.801 2.057  0.415
C: 3.134 -3.572 -1.196  -0.545
C: 1.683 -3.380 -1.530  -0.152
C: 0.698 -4.098 -0.858  0.467
C: -0.653 -3.944 -1.101  -0.302
C: -1.059 -3.032 -2.058  -0.179
C: -0.118 -2.310 -2.769  -0.243
C: 1.230 -2.500 -2.513  -0.003
Cl: 2.363 -1.584 -3.436  0.016
H: -0.427 -1.585 -3.505  0.249
H: -2.108 -2.879 -2.252  0.229
H: -1.362 -4.529 -0.537  0.233
F: 1.080 -4.965 0.104  -0.331
H: 3.736 -2.821 -1.709  0.256
H: 3.466 -4.554 -1.547  0.266



Density functional theory data (ωB97M-V/def2-TZVPD) for the molecule C4H9NS2.

Summary:
molar mass	135.26	g/mol
total energy	-27453.56527	eV
relative energy (zero: lowest compared OMol25 entry of this formula, charge and spin)	113.8	kJ/mol
charge	0

Each line ends with the natural charge from an NBO analysis.
CARTESIAN COORDINATES (ANGSTROEM)
C: 1.169 -2.260 0.208  -0.413
C: 0.552 0.048 0.248  -0.230
C: -0.351 1.133 0.828  -0.576
C: -1.787 2.008 -1.370  -0.481
H: 0.967 -3.215 0.697  0.201
H: 2.214 -1.989 0.469  0.196
H: 0.999 -2.389 -0.850  0.172
H: -0.728 -1.510 0.560  0.355
H: 0.458 0.050 -0.845  0.176
H: 1.568 0.294 0.478  0.197
H: -0.394 0.966 1.931  0.248
H: 0.194 2.125 0.652  0.246
H: -2.675 2.368 -1.801  0.208
N: 0.246 -1.244 0.754  -0.635
S: -2.023 1.291 0.216  0.338
S: -0.408 2.325 -2.174  -0.002